# 1
# C3H9NS2

2 unconnected molecules or ions with the total composition C3H9NS2 (ωB97M-V/def2-TZVPD, OMol25).

Its LUMO energy (spin up / spin down) is -5.008 / -8.168 eV. Its HOMO energy (spin up / spin down) is -0.40226 / -0.40218 hartree. Its net charge is +1. Its multiplicity is 2. The value obtained for the energy relative to the best compared isomer or geometry (same formula, charge and spin) is 26.3 kcal per mole. The calculation puts the frontier orbital gap (spin up / spin down) at 5.9 / 2.8 eV.

```
15
C3H9NS2 | OMol25 | ωB97M-V/def2-TZVPD
C -0.33 1.35 -1.71
S 1.45 1.20 -1.50
S 1.54 -0.75 -1.05
H -0.80 0.60 -1.07
H -0.67 2.33 -1.42
H -0.62 1.14 -2.74
H 2.89 -0.77 -1.09
C -2.99 -0.14 2.00
C -2.11 -1.13 2.07
N -1.04 -1.15 2.91
H -2.74 0.79 2.49
H -3.93 -0.26 1.48
H -2.33 -2.06 1.55
H -0.98 -0.36 3.53
H -0.19 -1.58 2.68
```



# 2
# C3H5N2S2

A gas-phase ion, C3H5N2S2 (charge +1) (ωB97M-V/def2-TZVPD, OMol25).

Its LUMO energy is -4.623 eV. Its HOMO energy is -0.49164 hartree. Its net charge is +1. The value obtained for the energy relative to the best compared isomer or geometry (same formula, charge and spin) is 73.3 kcal per mole. The calculation puts the frontier orbital gap at 8.8 eV.

```
12
C3H5N2S2 | OMol25 | ωB97M-V/def2-TZVPD
C -0.19 -1.28 -0.17
C -2.18 0.17 -0.17
C 1.63 0.18 0.13
N -0.56 0.94 -0.03
N 0.25 -0.09 -0.10
S -3.41 1.08 0.15
S -1.88 -1.43 -0.46
H 0.54 -2.19 -0.25
H 1.82 1.30 0.23
H 2.19 -0.21 -0.64
H 1.96 -0.36 1.04
H -0.17 1.87 0.28
```



# 3
# C4H8N2O3

A single C4H8N2O3 molecule (ωB97M-V/def2-TZVPD, OMol25).

Its LUMO energy is 0.396 eV. Its structure (SMILES) is O=C1[C@@H](CO)NCN1O. Its HOMO energy is -0.32156 hartree. The value obtained for the energy relative to the best compared isomer or geometry (same formula, charge and spin) is 191.1 kcal per mole. The calculation puts the frontier orbital gap at 9.1 eV.

```
17
C4H8N2O3 | OMol25 | ωB97M-V/def2-TZVPD
C 1.35 0.20 1.53
C 0.81 -0.89 0.51
C -1.49 -1.13 -0.40
C 0.55 0.37 -0.61
H 0.41 1.61 2.83
H 1.91 -0.37 2.42
H 2.03 0.83 0.86
H 1.47 -1.56 0.05
H -1.22 -1.25 1.89
H -1.61 -2.09 -1.16
H -2.38 -0.35 -0.38
H -1.01 1.40 -2.08
N -0.53 -1.41 0.97
N -0.57 -0.28 -1.30
O 0.36 1.01 1.88
O -1.50 0.57 -1.99
O 1.24 1.21 -0.93
```



# 4
# C6H10O

A single C6H10O molecule (ωB97M-V/def2-TZVPD, OMol25).

Its LUMO energy is 1.058 eV. Its structure (SMILES) is C[C@]12CC[C@H]1CO2. Its HOMO energy is -0.34608 hartree. The value obtained for the energy relative to the best compared isomer or geometry (same formula, charge and spin) is 30.5 kcal per mole. The calculation puts the frontier orbital gap at 10.5 eV.

```
17
C6H10O | OMol25 | ωB97M-V/def2-TZVPD
C -1.47 1.34 0.29
C -0.25 0.45 0.27
C 1.03 0.87 -0.47
C 1.11 -0.54 -1.11
C -0.17 -0.97 -0.36
C 0.06 -1.44 1.07
O 0.17 -0.10 1.56
H -1.27 2.26 0.83
H -1.80 1.63 -0.73
H -2.31 0.83 0.76
H 0.96 1.71 -1.17
H 1.79 1.07 0.28
H 2.01 -1.12 -0.86
H 1.00 -0.53 -2.20
H -0.98 -1.44 -0.92
H 0.94 -2.08 1.25
H -0.82 -1.93 1.50
```



# 5
# C16H40O6Zr

A molecular structure, C16H40O6Zr (ωB97M-V/def2-TZVPD, OMol25).

Its LUMO energy is 0.378 eV. Its HOMO energy is -0.30768 hartree. The value obtained for the energy relative to the best compared isomer or geometry (same formula, charge and spin) is 0.0 kcal per mole. The calculation puts the frontier orbital gap at 8.8 eV.

```
63
C16H40O6Zr | OMol25 | ωB97M-V/def2-TZVPD
Zr 0.41 0.26 0.10
C 1.13 -2.42 3.17
C 2.04 -2.23 1.98
C 2.31 -3.58 1.29
O 1.58 -1.29 1.08
H 1.51 -3.15 3.89
H 0.13 -2.75 2.87
H 1.01 -1.49 3.75
H 3.03 -1.92 2.33
H 3.08 -3.48 0.53
H 1.40 -3.92 0.78
H 2.62 -4.37 1.98
C -0.94 1.61 -3.56
C -1.06 2.36 -2.24
C -2.45 3.01 -2.13
O -0.74 1.59 -1.14
H -1.18 2.28 -4.38
H -1.63 0.76 -3.54
H 0.08 1.22 -3.65
H -0.35 3.20 -2.29
H -2.72 3.49 -3.07
H -2.46 3.77 -1.35
H -3.19 2.23 -1.92
C 4.19 0.72 -1.62
C 3.41 1.83 -0.91
C 3.20 3.03 -1.81
O 2.18 1.33 -0.49
H 3.82 0.43 -2.61
H 4.29 -0.15 -0.97
H 5.22 1.08 -1.79
H 3.99 2.13 -0.03
H 4.16 3.36 -2.23
H 2.77 3.88 -1.28
H 2.58 2.80 -2.69
C -3.09 -1.90 2.04
C -2.79 -1.12 0.76
C -3.72 0.07 0.60
O -1.46 -0.72 0.75
H -2.48 -2.81 2.03
H -4.15 -2.11 2.13
H -2.79 -1.26 2.87
H -2.92 -1.78 -0.12
H -3.64 0.75 1.46
H -4.77 -0.20 0.52
H -3.50 0.65 -0.30
C -0.74 1.21 4.02
C -0.81 1.84 2.64
O 0.37 1.50 1.87
H 0.07 1.58 4.65
H -0.74 0.12 3.93
H -1.67 1.45 4.56
H -0.91 2.93 2.72
H -1.69 1.49 2.10
H 1.10 1.93 2.34
C -0.67 -3.00 -2.06
C -0.54 -1.50 -2.27
O 0.72 -1.05 -1.71
H -1.65 -3.31 -2.41
H -0.47 -3.29 -1.03
H 0.08 -3.53 -2.65
H -1.39 -0.98 -1.82
H -0.56 -1.24 -3.33
H 1.42 -1.34 -2.31
```



# 6
# C38H60F6N3O6

4 unconnected molecules or ions with the total composition C38H60F6N3O6 (ωB97M-V/def2-TZVPD, OMol25).

Its LUMO energy (spin up / spin down) is 0.229 / -0.087 eV. Its HOMO energy (spin up / spin down) is -0.32090 / -0.34610 hartree. Its multiplicity is 4. The calculation puts the frontier orbital gap (spin up / spin down) at 9.0 / 9.3 eV.

```
113
C38H60F6N3O6 | OMol25 | ωB97M-V/def2-TZVPD
O -4.01 0.56 -7.78
C -4.23 1.07 -6.74
O -3.41 1.04 -5.57
C -3.79 2.31 -4.96
F -3.31 3.21 -5.93
C -5.34 2.12 -5.10
C -6.30 3.35 -4.90
F -6.61 3.60 -3.56
F -5.81 4.50 -5.50
C -7.68 3.00 -5.60
C -8.36 3.91 -6.52
C -9.63 3.42 -7.10
C -10.17 2.09 -6.80
C -9.45 1.20 -5.90
C -9.91 -0.25 -5.55
F -11.01 -0.65 -6.27
F -8.89 -1.12 -5.93
F -10.08 -0.43 -4.20
C -8.21 1.66 -5.29
O -5.38 1.86 -6.52
H -3.47 2.48 -3.90
H -5.57 1.18 -4.53
H -7.91 4.90 -6.76
H -10.16 4.15 -7.78
H -11.13 1.79 -7.27
H -7.68 0.98 -4.57
C 2.94 0.98 -4.11
C 1.41 1.26 -4.08
C 1.15 2.78 -4.05
C 1.46 3.43 -2.71
C 0.73 2.70 -1.58
C 1.00 1.19 -1.57
N 0.79 0.56 -2.92
O -0.51 0.49 -3.14
C 2.44 0.94 -1.08
C 0.12 0.53 -0.49
C 0.91 0.72 -5.44
H 3.28 0.63 -5.09
H 3.54 1.86 -3.87
H 3.23 0.18 -3.42
H 0.10 2.98 -4.30
H 1.74 3.28 -4.83
H 2.54 3.43 -2.52
H 1.16 4.48 -2.72
H 1.03 3.14 -0.62
H -0.34 2.90 -1.68
H 2.70 -0.12 -1.15
H 2.55 1.23 -0.03
H 3.19 1.51 -1.62
H -0.94 0.72 -0.64
H 0.37 0.93 0.50
H 0.28 -0.55 -0.46
H 1.07 -0.35 -5.51
H 1.45 1.20 -6.26
H -0.15 0.93 -5.61
C -1.22 -2.33 5.22
C -0.73 -1.52 3.99
C 0.77 -1.19 4.12
C 1.07 -0.12 5.16
C 0.25 1.13 4.90
C -1.26 0.84 4.79
N -1.56 -0.28 3.85
O -1.40 0.18 2.61
C -1.81 0.52 6.20
C -1.99 2.14 4.40
C -0.90 -2.48 2.80
H -1.40 -3.38 4.97
H -0.50 -2.33 6.04
H -2.18 -1.97 5.60
H 1.16 -0.86 3.16
H 1.33 -2.10 4.37
H 0.88 -0.50 6.17
H 2.14 0.13 5.13
H 0.43 1.85 5.70
H 0.61 1.60 3.98
H -2.86 0.21 6.15
H -1.76 1.39 6.85
H -1.25 -0.26 6.72
H -1.63 2.56 3.46
H -1.84 2.91 5.17
H -3.07 1.97 4.31
H -1.95 -2.75 2.66
H -0.35 -3.41 2.99
H -0.52 -2.08 1.86
C 7.44 -3.48 2.07
C 5.92 -3.20 2.09
C 5.66 -1.68 2.14
C 5.97 -1.05 3.49
C 5.23 -1.78 4.61
C 5.50 -3.29 4.60
N 5.29 -3.91 3.25
O 3.99 -3.98 3.04
C 6.94 -3.55 5.10
C 4.62 -3.96 5.68
C 5.41 -3.73 0.74
H 7.78 -3.82 1.09
H 8.04 -2.60 2.32
H 7.73 -4.29 2.75
H 4.61 -1.48 1.89
H 6.24 -1.18 1.36
H 7.04 -1.05 3.67
H 5.66 0.00 3.48
H 5.53 -1.35 5.57
H 4.16 -1.59 4.51
H 7.20 -4.61 5.02
H 7.05 -3.27 6.15
H 7.69 -2.97 4.56
H 3.56 -3.77 5.53
H 4.87 -3.57 6.67
H 4.78 -5.04 5.70
H 5.57 -4.81 0.65
H 5.95 -3.25 -0.08
H 4.35 -3.52 0.57
```



# 7
# C27H20N7O4RuS2

A molecular structure, C27H20N7O4RuS2 (ωB97M-V/def2-TZVPD, OMol25).

Its LUMO energy (spin up / spin down) is -0.889 / -1.534 eV. Its HOMO energy (spin up / spin down) is -0.27891 / -0.27616 hartree. Its multiplicity is 2. The calculation puts the frontier orbital gap (spin up / spin down) at 6.7 / 6.0 eV.

```
61
C27H20N7O4RuS2 | OMol25 | ωB97M-V/def2-TZVPD
Ru 1.45 -0.63 0.92
O 4.63 1.10 -0.94
C 3.76 0.66 -0.21
N 2.68 -0.09 -0.51
C 2.27 -0.50 -1.80
C 2.89 -0.16 -2.99
C 2.39 -0.66 -4.18
C 1.30 -1.51 -4.19
C 0.67 -1.86 -3.01
C 1.14 -1.34 -1.81
N 0.58 -1.59 -0.52
C -0.52 -2.33 -0.26
O -1.26 -2.91 -1.04
C -0.78 -2.43 1.23
C -1.84 -3.19 1.69
C -2.03 -3.33 3.06
C -1.14 -2.71 3.92
C -0.11 -1.96 3.38
N 0.06 -1.81 2.07
C 3.87 0.91 1.29
C 4.90 1.68 1.78
C 5.00 1.88 3.15
C 4.07 1.28 3.99
C 3.06 0.52 3.42
N 2.95 0.34 2.10
H 3.75 0.50 -2.97
H 2.87 -0.38 -5.11
H 0.92 -1.90 -5.13
H -0.18 -2.52 -3.01
H -2.48 -3.67 0.96
H -2.85 -3.92 3.45
H -1.23 -2.80 4.99
H 0.61 -1.46 4.02
H 5.60 2.10 1.07
H 5.80 2.48 3.56
H 4.11 1.41 5.06
H 2.31 0.04 4.04
N -6.01 -0.24 -2.25
C -4.76 0.36 -2.19
C -4.65 1.73 -1.96
C -3.41 2.34 -1.94
C -2.27 1.59 -2.16
C -2.37 0.22 -2.40
C -3.60 -0.39 -2.41
S -0.67 2.34 -2.11
O 0.02 2.05 -3.33
O -0.87 3.72 -1.72
N 0.07 1.50 -0.94
C -0.22 1.72 0.30
S -1.24 2.99 0.98
C -1.03 2.32 2.57
C -0.23 1.25 2.54
N 0.24 0.90 1.29
H -6.77 0.24 -1.80
H -6.03 -1.24 -2.12
H -5.55 2.32 -1.79
H -3.31 3.40 -1.75
H -1.47 -0.36 -2.57
H -3.67 -1.45 -2.58
H -1.50 2.76 3.44
H 0.07 0.67 3.40
```



# 8
# C20H64N6O12

12 unconnected molecules or ions with the total composition C20H64N6O12 (ωB97M-V/def2-TZVPD, OMol25).

Its LUMO energy is 0.044 eV. Its structure (SMILES) is NC(N)=O.NC(N)=O.NC(N)=O.CC(C)O.CC(C)O.CC(C)O.CC(C)O.CO.CO.CO.CO.CO. Its HOMO energy is -0.34228 hartree. The value obtained for the energy relative to the best compared isomer or geometry (same formula, charge and spin) is 35.5 kcal per mole. The calculation puts the frontier orbital gap at 9.4 eV.

```
102
C20H64N6O12 | OMol25 | ωB97M-V/def2-TZVPD
C -3.72 -0.13 -2.58
O -3.26 -0.28 -1.25
H -4.83 -0.31 -2.68
H -3.25 -0.78 -3.24
H -3.56 0.88 -2.91
H -2.61 -0.96 -1.38
C -1.08 -1.00 4.27
O -2.47 -1.04 4.68
H -0.57 -0.21 4.78
H -0.97 -0.91 3.17
H -0.65 -1.95 4.73
H -2.94 -0.33 4.22
C 0.76 -3.37 0.77
O 0.21 -2.86 1.95
H 0.05 -3.95 0.17
H 1.56 -4.03 1.03
H 1.05 -2.53 0.13
H -0.37 -3.46 2.39
C 3.64 -0.96 1.84
O 4.20 -0.02 0.94
H 4.05 -1.90 1.55
H 2.59 -1.05 1.68
H 3.98 -0.76 2.90
H 4.65 0.69 1.38
C -0.43 0.06 0.30
O 0.11 -0.35 -0.91
H -1.36 -0.42 0.57
H -0.53 1.11 0.31
H 0.21 -0.07 1.14
H 1.07 -0.17 -0.91
C -3.79 0.75 2.26
O -2.75 1.75 2.17
N -4.16 -0.07 1.34
N -4.29 0.49 3.39
H -3.69 -0.11 0.45
H -5.15 -0.28 1.24
H -4.16 1.30 4.02
H -5.05 -0.19 3.67
C -2.82 -3.42 2.04
O -1.96 -4.20 2.71
N -3.54 -2.44 2.51
N -3.03 -3.54 0.76
H -3.06 -2.03 3.35
H -3.79 -1.51 1.93
H -2.52 -4.32 0.32
H -3.83 -3.13 0.28
C -1.95 -3.29 -2.26
O -2.78 -4.41 -2.09
N -1.66 -2.44 -1.29
N -1.29 -3.11 -3.40
H -2.07 -2.79 -0.37
H -0.92 -1.77 -1.28
H -1.41 -3.83 -4.15
H -0.69 -2.39 -3.65
C 0.40 2.53 2.33
C 1.33 3.22 3.36
C 2.59 2.37 3.59
O 1.64 4.38 2.99
H -0.45 3.18 2.15
H 0.01 1.59 2.75
H 0.91 2.33 1.35
H 0.74 3.24 4.25
H 2.92 2.26 2.54
H 2.31 1.43 4.04
H 3.37 2.89 4.24
H 0.83 4.93 3.12
C -0.88 2.56 -2.38
C -0.01 2.02 -3.55
C -0.72 0.92 -4.28
O 0.30 2.90 -4.36
H -1.83 3.01 -2.75
H -0.39 3.29 -1.81
H -1.16 1.76 -1.71
H 0.88 1.59 -3.00
H -0.49 0.81 -5.31
H -1.77 1.05 -4.16
H -0.54 0.01 -3.68
H -0.39 2.90 -5.03
C 3.69 -3.02 -1.33
C 3.28 -1.72 -2.00
C 2.09 -1.92 -2.89
O 2.84 -0.86 -1.22
H 3.72 -3.83 -2.08
H 3.01 -3.31 -0.51
H 4.65 -3.00 -0.89
H 4.12 -1.31 -2.55
H 1.64 -1.02 -3.25
H 1.26 -2.45 -2.36
H 2.25 -2.56 -3.76
H 3.62 -0.52 -0.73
C 1.93 4.84 -0.83
C 2.89 3.85 -1.49
C 2.73 2.46 -0.87
O 2.70 3.87 -2.71
H 2.24 5.91 -0.94
H 1.92 4.58 0.23
H 0.89 4.83 -1.19
H 3.87 4.22 -1.40
H 3.30 1.76 -1.38
H 1.68 2.05 -0.81
H 3.15 2.46 0.16
H 1.79 3.58 -2.93
```



# 9
# C21H19N2

A molecular structure, C21H19N2 (ωB97M-V/def2-TZVPD, OMol25).

Its LUMO energy is -4.883 eV. Its HOMO energy is -0.42893 hartree. Its net charge is +1. The value obtained for the energy relative to the best compared isomer or geometry (same formula, charge and spin) is 64.3 kcal per mole. The calculation puts the frontier orbital gap at 6.8 eV.

```
42
C21H19N2 | OMol25 | ωB97M-V/def2-TZVPD
C 0.88 -0.03 -1.36
C 1.42 -0.92 -2.34
N 1.79 -1.78 -3.10
N 1.86 1.08 -1.14
C 1.43 2.33 -0.75
C 2.22 3.18 -0.08
C 3.56 2.84 0.22
C 4.02 1.59 -0.27
C 3.19 0.77 -0.98
H -0.02 0.51 -1.81
H 0.34 2.54 -0.91
H 1.84 4.14 0.28
H 4.22 3.48 0.81
H 5.02 1.25 -0.05
H 3.51 -0.24 -1.28
C -1.76 2.66 3.80
C -1.47 1.52 2.88
C -0.28 0.82 3.02
C 0.07 -0.21 2.13
C -0.74 -0.45 0.99
C -0.11 -1.18 -0.15
C -0.91 -2.14 -0.94
C -0.34 -3.41 -1.27
C -0.86 -4.18 -2.32
C -2.05 -3.81 -2.93
C -2.69 -2.63 -2.53
C -2.16 -1.83 -1.53
C -2.04 0.10 0.99
C -2.33 1.16 1.84
H -2.68 3.16 3.51
H -1.88 2.26 4.80
H -0.96 3.40 3.84
H 0.43 1.10 3.82
H 1.03 -0.70 2.23
H 0.74 -1.74 0.29
H 0.62 -3.68 -0.82
H -0.29 -5.04 -2.66
H -2.41 -4.37 -3.80
H -3.59 -2.29 -3.06
H -2.62 -0.86 -1.36
H -2.78 -0.15 0.26
H -3.25 1.76 1.70
```